Computed, not measured: a 11-piece molecular cluster, C64H161N11O21 overall at a distorted geometry, with ωB97M-V with the def2-TZVPD basis set.

Kohn-Sham gap (spin up / spin down)   1.2 / 8.3 eV
Maximum force   0.072 hartree/bohr
E_HOMO (spin up / spin down)   0.69 / -6.41 eV
LUMO (spin up / spin down)   1.89 / 1.86 eV
E   -128342.3778 eV
Total charge   -1
Relative energy (zero: lowest compared OMol25 entry of this formula, charge and spin)   0.165 eV
Spin multiplicity   2

Last column: Mulliken charge in e.
Cartesian coordinates (Å):
1 C -3.04657 0.31296 -3.24822  -0.29
2 O -2.55974 1.43674 -3.98512  -0.29
3 C -3.59393 2.21894 -4.61513  -0.35
4 C -4.46409 1.44796 -5.56739  -0.92
5 N -3.60471 0.97891 -6.60216  0.13
6 C -4.11792 0.13570 -7.65360  -1.34
7 C -3.41781 0.43823 -9.09295  -0.68
8 O -2.07864 -0.07764 -9.08322  -0.08
9 C -1.16184 0.36685 -10.03780  -0.75
10 H -3.77307 -0.30452 -3.77643  0.58
11 H -3.55884 0.62258 -2.33727  0.27
12 H -2.21698 -0.32551 -2.94451  -0.41
13 H -3.12392 3.11198 -5.02703  0.30
14 H -4.22969 2.56262 -3.79917  0.14
15 H -5.24901 2.08133 -5.98071  0.60
16 H -5.09183 0.61893 -5.24067  0.24
17 H -2.80315 0.55916 -6.15337  0.13
18 H -5.20223 0.10862 -7.76147  0.53
19 H -4.01192 -0.88154 -7.27665  0.34
20 H -3.36056 1.49267 -9.36309  0.40
21 H -3.98997 0.01657 -9.91935  0.47
22 H -1.15029 -0.13107 -11.00736  0.31
23 H -0.18112 0.16793 -9.60569  0.13
24 H -1.39937 1.40797 -10.25630  0.30
25 C -1.78195 -4.99932 -6.50045  -1.59
26 O -1.19670 -4.53546 -5.20796  -0.08
27 C -0.96211 -3.05354 -5.09368  0.25
28 C 0.20487 -2.49181 -5.93976  -0.43
29 N 1.43458 -3.13515 -5.47654  0.23
30 C 2.48196 -2.73265 -6.39161  -0.75
31 C 2.36304 -3.21588 -7.81980  -0.66
32 O 3.04700 -4.48443 -7.94338  -0.26
33 C 2.12581 -5.59173 -7.90601  -0.90
34 H -1.97210 -6.07153 -6.54844  0.36
35 H -1.09562 -4.85639 -7.33509  0.20
36 H -2.73054 -4.48760 -6.66299  0.52
37 H -0.79261 -2.77909 -4.05250  -0.38
38 H -1.84295 -2.52067 -5.45182  0.36
39 H 0.36132 -1.44390 -5.68384  0.41
40 H -0.03087 -2.57276 -7.00088  0.01
41 H 1.49203 -4.14009 -5.55961  0.27
42 H 3.40732 -3.17222 -6.01932  -0.11
43 H 2.59402 -1.67868 -6.13728  0.76
44 H 2.95167 -2.46242 -8.34317  0.29
45 H 1.42631 -3.13504 -8.37125  0.36
46 H 1.36802 -5.66269 -8.68628  0.29
47 H 1.65501 -5.51696 -6.92578  0.28
48 H 2.67743 -6.53122 -7.87162  0.36
49 C -3.20618 5.17177 -1.66465  -0.73
50 O -3.55687 6.42083 -1.10666  -0.30
51 C -4.93580 6.74018 -0.90113  -0.43
52 C -4.99403 8.17348 -0.42199  -0.87
53 N -6.18141 8.75546 0.09540  -0.08
54 C -7.35865 8.95312 -0.76096  -0.63
55 C -8.60996 9.43818 0.09080  -0.74
56 O -8.52047 10.86650 0.19687  -0.28
57 C -9.61855 11.53187 0.71894  -0.73
58 H -2.85427 4.53898 -0.84989  0.23
59 H -2.58081 5.34502 -2.54044  0.38
60 H -4.03661 4.59803 -2.07612  0.30
61 H -5.26606 6.04214 -0.13187  0.25
62 H -5.29108 6.67021 -1.92922  0.37
63 H -4.57130 8.56731 -1.34627  0.28
64 H -4.20158 8.44208 0.27656  0.37
65 H -6.28968 9.24422 0.97260  0.27
66 H -7.61451 8.06295 -1.33562  0.40
67 H -7.13031 9.64846 -1.56871  0.28
68 H -8.56608 8.95339 1.06607  0.36
69 H -9.58714 9.29960 -0.37183  0.45
70 H -9.17684 12.48773 1.00061  0.24
71 H -9.86304 10.94710 1.60571  0.33
72 H -10.41227 11.58487 -0.02625  0.25
73 C -1.79684 8.86651 3.47754  -0.49
74 O -1.13892 10.04899 3.33234  -0.31
75 C -0.13498 10.28491 4.27283  -0.63
76 C 1.02112 9.16457 4.43868  -0.69
77 N 1.75542 8.69388 3.29013  -0.37
78 C 2.49728 7.42857 3.56917  -0.56
79 C 3.30701 6.97261 2.33378  0.11
80 O 2.33580 6.63736 1.32392  -0.50
81 C 2.01154 5.28750 1.14829  -0.31
82 H -2.32830 8.49539 2.60123  0.09
83 H -2.49078 8.87599 4.31804  0.32
84 H -1.22273 7.94406 3.56459  0.19
85 H -0.66386 10.44352 5.21263  0.39
86 H 0.18842 11.28355 3.97919  0.31
87 H 0.49694 8.28301 4.80771  0.44
88 H 1.63290 9.64455 5.20252  0.31
89 H 1.02010 8.51580 2.62102  0.31
90 H 1.74881 6.66034 3.76336  0.27
91 H 3.11460 7.59631 4.45172  0.44
92 H 3.93344 6.11650 2.58432  -0.29
93 H 4.00651 7.75396 2.03665  0.45
94 H 0.95960 5.25937 0.86418  0.15
95 H 2.11879 4.82497 2.12944  0.18
96 H 2.64279 4.68865 0.49178  0.22
97 C -5.90553 -0.94221 -1.83261  -2.10
98 O -5.07319 -1.05837 -0.72830  0.18
99 C -4.24403 -2.22027 -0.80394  1.72
100 C -5.11315 -3.57228 -0.93518  -1.20
101 N -5.89571 -3.82735 0.34954  0.55
102 C -6.97233 -4.87931 0.39051  -0.99
103 C -7.74625 -4.75155 1.71629  -0.60
104 O -8.16024 -3.42312 1.81247  -0.28
105 C -8.51009 -3.03539 3.11635  -0.92
106 H -5.77227 -1.48813 -2.76658  0.63
107 H -5.85994 0.13539 -1.99012  0.31
108 H -6.88678 -1.30181 -1.52287  0.29
109 H -3.71867 -2.27999 0.14924  -1.19
110 H -3.40889 -2.13457 -1.49914  0.12
111 H -4.49308 -4.45735 -1.07750  0.17
112 H -5.70615 -3.30364 -1.80941  0.40
113 H -6.23621 -2.98412 0.78902  0.21
114 H -6.53683 -5.87841 0.40570  0.40
115 H -7.66316 -4.84990 -0.45210  0.40
116 H -7.00327 -4.97060 2.48317  0.30
117 H -8.50432 -5.53412 1.74816  0.44
118 H -9.17340 -3.76638 3.57872  0.36
119 H -9.09173 -2.11412 3.08393  0.29
120 H -7.71176 -3.07833 3.85724  0.34
121 C 4.48588 -5.59840 5.98571  -1.06
122 O 3.26623 -4.86660 5.71267  0.01
123 C 2.90529 -3.89320 6.67479  -0.88
124 C 2.11879 -2.82521 5.82624  -0.48
125 N 2.97792 -1.87221 4.93891  -0.48
126 C 2.07962 -1.04229 4.09011  1.73
127 C 1.97762 0.42123 4.59396  -1.07
128 O 1.10569 1.05781 3.72990  0.39
129 C 0.31886 2.15092 4.30995  -1.05
130 H 4.55256 -5.95832 7.01241  0.36
131 H 5.32582 -4.99005 5.65030  0.35
132 H 4.57714 -6.47325 5.34196  0.33
133 H 3.81752 -3.45848 7.08339  0.37
134 H 2.39100 -4.28585 7.55197  0.41
135 H 1.42821 -2.19070 6.38176  0.46
136 H 1.40553 -3.29585 5.14959  0.16
137 H 3.55570 -2.47746 4.37328  0.34
138 H 1.13208 -1.57455 4.00662  -0.16
139 H 2.47028 -0.92856 3.07890  -0.93
140 H 2.87137 1.04509 4.60465  0.12
141 H 1.66767 0.35179 5.63665  0.49
142 H -0.47444 2.54177 3.67277  0.09
143 H 0.96275 2.97769 4.60988  0.31
144 H -0.18938 1.78804 5.20332  0.38
145 C -2.93835 0.65281 2.30185  -0.32
146 O -2.39417 -0.53411 2.77286  0.06
147 C -3.38134 -1.54450 3.11090  -0.88
148 C -2.67562 -2.90462 2.96461  -0.07
149 N -3.53325 -4.03303 3.07362  -0.15
150 C -2.96883 -5.33999 2.96460  -1.18
151 C -2.49445 -5.95284 1.64410  -0.50
152 O -1.39323 -5.32245 0.95528  0.32
153 C -1.10428 -5.85316 -0.34212  -1.32
154 H -2.22178 1.45925 2.45767  -0.37
155 H -3.81084 1.00123 2.85452  0.54
156 H -3.28942 0.46081 1.28796  0.12
157 H -4.28261 -1.42549 2.50953  0.33
158 H -3.64077 -1.56366 4.16940  0.32
159 H -1.87524 -2.99287 3.69926  0.47
160 H -2.19674 -3.02436 1.99278  -0.18
161 H -4.21107 -3.95449 2.32897  0.28
162 H -3.68214 -5.99245 3.46817  0.50
163 H -2.08405 -5.35769 3.60096  0.12
164 H -3.35083 -5.98440 0.97053  0.34
165 H -2.24304 -6.99484 1.84191  0.47
166 H -0.61807 -5.13485 -1.00222  0.23
167 H -1.96656 -6.25808 -0.87185  0.38
168 H -0.49271 -6.75311 -0.40663  0.38
169 C 3.15175 1.43532 1.08987  1.57
170 O 3.90348 2.47538 1.61270  -0.32
171 C 5.09150 1.89969 2.19545  -0.38
172 C 5.79430 2.96501 3.14461  -0.78
173 N 6.29166 4.01199 2.20713  -0.11
174 C 6.78681 5.40311 2.46574  -0.32
175 C 7.92870 5.49731 3.38666  -0.63
176 O 9.17035 5.10865 2.73767  -0.31
177 C 10.38353 5.35314 3.38489  -0.81
178 H 3.68278 1.05275 0.21823  0.21
179 H 2.15870 1.78861 0.81214  -0.77
180 H 3.03133 0.64335 1.82904  -0.56
181 H 5.71049 1.64999 1.33371  0.34
182 H 4.85946 0.97572 2.72512  0.03
183 H 6.65892 2.63277 3.71919  0.35
184 H 5.14610 3.46948 3.86116  0.37
185 H 5.98252 3.92294 1.24974  0.13
186 H 5.88867 5.86225 2.87884  0.08
187 H 7.07356 6.07914 1.66023  0.39
188 H 7.72605 4.90110 4.27636  0.31
189 H 8.23201 6.53428 3.53092  0.41
190 H 11.17187 4.92292 2.76720  0.27
191 H 10.43836 4.84282 4.34649  0.32
192 H 10.73414 6.36382 3.59391  0.30
193 C 5.07450 -2.13587 2.18408  -0.77
194 O 4.14400 -3.13182 2.50260  -0.25
195 C 3.74294 -3.87722 1.37161  -0.56
196 C 2.38688 -4.53848 1.64460  -0.60
197 N 2.66306 -5.66904 2.60464  -0.34
198 C 1.43918 -6.44363 2.84179  0.39
199 C 1.65803 -7.29444 4.11461  -0.26
200 O 0.55081 -8.06257 4.64320  -0.42
201 C -0.40728 -7.34998 5.43369  -0.53
202 H 4.74840 -1.38182 1.46771  0.05
203 H 5.98913 -2.46215 1.68901  0.49
204 H 5.23859 -1.63511 3.13823  0.31
205 H 4.54261 -4.59936 1.20688  0.11
206 H 3.73094 -3.39668 0.39333  0.26
207 H 1.94626 -5.11404 0.83055  0.53
208 H 1.63288 -3.80156 1.92125  0.23
209 H 3.22933 -5.33435 3.37107  0.34
210 H 1.22423 -6.95883 1.90559  0.13
211 H 0.59924 -5.77533 3.03148  -0.33
212 H 2.21360 -6.78554 4.90231  0.17
213 H 2.33350 -8.09795 3.82100  0.28
214 H -1.17444 -6.78916 4.89980  0.12
215 H -0.03795 -6.66080 6.19312  0.24
216 H -0.87111 -8.13331 6.03315  0.36
217 C 4.81473 0.35586 -2.31217  -1.35
218 O 4.11064 -0.78768 -1.83798  0.34
219 C 3.73743 -1.67619 -2.89704  -0.71
220 C 4.93942 -2.55336 -3.22272  -0.59
221 N 5.43038 -3.36715 -2.11540  0.10
222 C 5.98801 -4.69252 -2.59494  -0.47
223 C 6.73910 -5.27603 -1.41135  -0.53
224 O 7.11656 -6.64898 -1.46203  -0.35
225 C 8.34176 -6.94135 -2.17744  -0.86
226 H 5.29939 0.24534 -3.28222  0.44
227 H 5.48968 0.78663 -1.57258  0.19
228 H 4.10117 1.12874 -2.59780  0.34
229 H 3.24350 -1.12589 -3.69785  0.30
230 H 2.90483 -2.35364 -2.70745  0.17
231 H 5.74582 -1.89168 -3.53895  0.25
232 H 4.56898 -3.14111 -4.06261  0.23
233 H 6.05619 -2.83291 -1.52969  0.18
234 H 6.80564 -4.66156 -3.31509  0.32
235 H 5.22117 -5.35563 -2.99537  0.28
236 H 6.17053 -5.20905 -0.48381  0.14
237 H 7.61758 -4.65665 -1.23039  0.40
238 H 8.24062 -6.92222 -3.26257  0.33
239 H 8.61809 -7.99456 -2.12755  0.32
240 H 9.28446 -6.42221 -2.00455  0.34
241 C 0.38008 -1.10150 1.08709  -0.02
242 C -0.61451 -0.98890 -0.05769  2.00
243 C -0.30676 0.48645 -0.59335  -1.32
244 O -0.71606 1.59565 0.39360  0.25
245 C -0.54122 2.86717 -0.17421  -1.01
246 N -0.31908 -1.92047 -1.12859  0.34
247 H 0.14450 -1.95543 1.72224  -0.44
248 H 0.34000 -0.18831 1.68087  -0.11
249 H 1.43300 -1.21928 0.83101  0.18
250 H -1.62260 -1.05740 0.35116  -1.41
251 H -0.88240 0.54453 -1.51713  0.11
252 H 0.71796 0.49248 -0.96485  0.31
253 H -0.66678 3.56499 0.65366  0.40
254 H -1.20814 3.02672 -1.02147  0.04
255 H 0.46771 3.01895 -0.55776  0.27
256 H 0.02199 -2.78950 -0.74317  -0.05
257 H 0.30949 -1.63512 -1.86586  0.19